ORCA calculation (the ωB97M-V functional and the def2-TZVPD basis) on a structure of composition C34H49BrN10O2RuS.

XYZ file:
```
98
C34H49BrN10O2RuS (the ωB97M-V functional and the def2-TZVPD basis)
Ru 0.783 0.239 0.454
C 0.552 -4.187 1.573
N 1.050 -2.918 1.984
C 0.265 -2.349 3.104
C 2.183 -2.369 1.592
N 2.236 -1.002 1.572
C 3.329 -0.354 2.169
C 4.244 -0.975 3.043
C 5.318 -0.319 3.523
C 5.679 0.997 3.038
C 4.828 1.596 2.194
C 3.568 1.033 1.825
N 2.587 1.662 1.136
C 2.795 3.033 0.938
N 3.085 3.558 -0.281
C 3.317 2.491 -1.333
C 2.813 4.932 -0.703
N 2.699 3.743 2.057
C 3.454 4.989 2.200
C 2.074 3.252 3.321
N 3.208 -3.136 1.212
C 4.289 -2.667 0.356
C 3.534 -4.452 1.838
H -0.529 -4.062 1.318
H 0.589 -5.023 2.296
H 1.041 -4.558 0.649
H 0.618 -1.408 3.473
H -0.785 -2.296 2.776
H 0.277 -3.017 3.864
H 4.064 -1.973 3.404
H 5.987 -0.743 4.221
H 6.643 1.457 3.249
H 5.079 2.557 1.759
H 3.766 2.921 -2.253
H 2.388 2.074 -1.655
H 3.923 1.657 -0.992
H 2.284 5.456 0.068
H 2.182 4.950 -1.605
H 3.767 5.459 -0.924
H 4.201 4.955 1.424
H 3.905 4.942 3.187
H 2.835 5.801 2.052
H 1.457 2.344 3.115
H 1.381 4.044 3.706
H 2.848 2.983 4.003
H 3.898 -1.889 -0.345
H 4.708 -3.568 -0.104
H 5.063 -2.129 0.987
H 2.951 -4.605 2.781
H 4.568 -4.474 2.139
H 3.419 -5.227 1.082
O -4.914 3.176 1.124
C -3.702 2.618 1.264
C -3.274 1.725 2.246
C -1.959 1.255 2.202
N -1.127 1.653 1.248
C -1.568 2.483 0.267
Br -0.228 3.039 -0.942
C -2.823 2.984 0.217
H -5.550 2.864 1.724
H -3.962 1.541 3.031
H -1.581 0.516 2.847
H -3.157 3.585 -0.580
C 0.872 -1.469 -3.998
C 1.059 -0.682 -2.807
N 1.264 -0.058 -1.854
H 0.252 -0.820 -4.651
H 0.312 -2.333 -3.749
H 1.833 -1.597 -4.539
C -6.199 -2.222 -0.907
C -5.000 -3.178 -1.016
C -3.678 -2.663 -0.432
N -3.196 -1.644 -1.384
C -2.074 -1.007 -1.211
S -1.020 -1.431 0.142
N -1.710 -0.040 -2.116
C -2.739 0.819 -2.735
O -2.774 1.954 -2.347
C -3.659 0.252 -3.676
C -4.909 0.857 -3.917
C -5.820 0.375 -4.828
C -5.545 -0.820 -5.523
C -4.326 -1.445 -5.360
C -3.407 -0.877 -4.435
H -7.091 -2.826 -0.963
H -6.289 -1.518 -1.732
H -6.288 -1.745 0.069
H -4.840 -3.544 -2.064
H -5.164 -4.081 -0.532
H -3.026 -3.496 -0.385
H -3.791 -2.219 0.566
H -3.850 -1.444 -2.143
H -0.964 0.566 -1.800
H -5.160 1.703 -3.356
H -6.769 0.866 -4.988
H -6.289 -1.262 -6.229
H -4.081 -2.369 -5.798
H -2.512 -1.468 -4.439
```

Computed properties:
* total charge: +3
* energy above the lowest of the compared OMol25 structures with the same formula, charge and spin: 0.2653 eV
* HOMO level (spin up / spin down): -15.1 / -16.0 eV
* 2S+1: 6

Atom charges from the Mulliken analysis, given in e for atoms 1 to 8: 0.63, -1.07, 0.57, -1.17, -0.39, 1.03, -0.09, -0.52

***

ORCA calculation (the ωB97M-V functional and the def2-TZVPD basis) on a structure of composition C34H49GeN4PPdS2.

XYZ file:
```
92
C34H49GeN4PPdS2 (the ωB97M-V functional and the def2-TZVPD basis)
Pd 0.289 -0.586 -0.407
C 3.737 1.115 -4.132
S 4.226 1.105 -2.400
C 2.951 0.174 -1.632
S 1.594 -0.390 -2.519
N 3.234 -0.040 -0.374
N 2.227 -0.652 0.331
C 2.614 -1.128 1.463
C 1.774 -1.787 2.442
C 2.252 -1.888 3.751
C 1.441 -2.296 4.780
C 0.108 -2.582 4.476
C -0.315 -2.554 3.178
N 0.517 -2.246 2.139
H 4.562 1.593 -4.659
H 2.824 1.686 -4.283
H 3.605 0.102 -4.505
H 3.650 -0.960 1.745
H 3.274 -1.580 3.931
H 1.809 -2.359 5.793
H -0.601 -2.851 5.246
H -1.316 -2.824 2.879
C -4.377 -1.604 -1.085
C -3.006 -1.509 -0.419
C -3.160 -1.168 1.066
P -1.828 -0.286 -1.160
C -2.189 -0.273 -2.965
C -1.816 -1.587 -3.646
C -1.525 0.917 -3.660
C -2.315 1.338 -0.577
C -3.539 1.933 -0.905
C -3.866 3.210 -0.499
C -5.190 3.839 -0.836
C -2.902 3.900 0.258
C -1.693 3.347 0.596
C -1.347 2.027 0.191
N -0.192 1.414 0.521
C 0.896 2.181 0.978
C 1.327 2.065 2.306
C 0.512 1.298 3.312
C 2.489 2.715 2.713
C 3.225 3.507 1.845
C 4.469 4.219 2.304
C 2.753 3.659 0.545
C 1.606 3.021 0.099
C 1.129 3.226 -1.311
H -4.983 -2.354 -0.571
H -4.316 -1.895 -2.134
H -4.912 -0.656 -1.019
H -2.506 -2.477 -0.524
H -3.818 -0.306 1.182
H -2.206 -0.900 1.526
H -3.601 -2.011 1.605
H -3.275 -0.136 -3.016
H -0.731 -1.709 -3.664
H -2.165 -1.580 -4.680
H -2.247 -2.461 -3.152
H -0.439 0.857 -3.591
H -1.842 1.866 -3.228
H -1.798 0.910 -4.718
H -4.250 1.391 -1.521
H -5.638 3.368 -1.713
H -5.080 4.903 -1.053
H -5.906 3.749 -0.014
H -3.122 4.912 0.585
H -0.977 3.916 1.176
H -0.023 1.986 3.972
H 1.144 0.676 3.947
H -0.231 0.677 2.812
H 2.820 2.601 3.742
H 4.959 3.678 3.114
H 4.236 5.221 2.671
H 5.185 4.327 1.488
H 3.309 4.279 -0.152
H 1.926 3.644 -1.926
H 0.275 3.907 -1.346
H 0.805 2.282 -1.753
C 2.905 -3.623 -0.531
Ge 1.001 -3.878 -0.194
C 0.779 -5.480 0.935
C 0.049 -4.158 -1.871
C 0.072 -2.442 0.806
H 3.301 -4.562 -0.921
H 3.462 -3.371 0.371
H 3.061 -2.837 -1.270
H 1.170 -6.359 0.420
H -0.276 -5.654 1.153
H 1.314 -5.379 1.882
H 0.694 -4.681 -2.578
H -0.213 -3.192 -2.302
H -0.855 -4.750 -1.724
H -0.972 -2.736 0.862
```

Computed properties:
* HOMO level: -6.2 eV
* 2S+1: 1

Atom charges from the Mulliken analysis, given in e for atoms 1 to 8: -1.36, -0.84, -0.03, 0.29, -0.37, -1.25, 2.38, -1.59